{
  "formula": "C15H36ClFO9P3",
  "method": "wB97M-V/def2-TZVPD",
  "species": ["C", "C", "C", "F", "P", "C", "C", "O", "Cl", "C", "C", "C", "C", "H", "H", "H", "H", "H", "H", "H", "H", "H", "H", "H", "H", "H", "H", "H", "H", "H", "H", "C", "O", "P", "O", "O", "C", "O", "C", "H", "H", "H", "H", "H", "H", "H", "H", "H", "C", "O", "P", "O", "O", "C", "O", "C", "H", "H", "H", "H", "H", "H", "H", "H", "H"],
  "coordinates": [[4.610605, -1.341695, 2.898735], [3.214163, -2.145518, 3.002481], [2.357341, -1.774409, 1.685863], [1.086477, -1.181134, 2.085147], [2.015036, -3.303918, 0.636444], [0.220033, -3.903453, 0.664829], [-0.820542, -2.971401, -0.121772], [-0.731515, -2.684902, -1.331906], [-2.258037, -2.335291, 0.853499], [2.538740, -3.186011, -1.168696], [2.842080, -1.704143, -1.714878], [1.720816, -0.604746, -1.384859], [4.333582, -1.308245, -1.248098], [4.448779, -0.317281, 3.371182], [5.411610, -1.976770, 3.401511], [4.958890, -1.177144, 1.811494], [2.653913, -1.825064, 3.944735], [3.330453, -3.279672, 3.051104], [2.911514, -0.937219, 1.125808], [2.799302, -4.373189, 1.223862], [-0.184280, -4.074424, 1.716757], [0.220124, -4.915675, 0.101863], [3.504108, -3.811021, -1.280464], [1.740571, -3.698169, -1.808898], [2.882698, -1.788331, -2.867234], [1.081620, -0.283937, -2.270798], [1.001936, -0.922782, -0.550905], [2.261520, 0.334905, -0.982989], [4.372196, -0.515921, -0.427055], [4.972941, -2.239327, -1.000114], [4.847065, -0.846729, -2.175316], [-2.672883, 3.187104, -6.160065], [-3.078169, 1.813654, -6.172078], [-2.066211, 0.822606, -5.188870], [-2.461108, -0.423328, -5.969997], [-3.096074, 1.045873, -3.905342], [-4.461113, 1.413486, -4.068321], [-0.969461, -0.046759, -4.195431], [-1.523077, -0.900798, -3.202652], [-3.377887, 3.771220, -6.746552], [-2.652054, 3.572192, -5.140313], [-1.674641, 3.279738, -6.605986], [-4.939239, 0.901320, -4.905510], [-4.537672, 2.498269, -4.192967], [-5.005837, 1.157072, -3.151867], [-2.277651, -1.564743, -3.630304], [-1.948368, -0.315711, -2.386559], [-0.716264, -1.506244, -2.787323], [-0.990128, 0.906252, 2.194261], [-0.867888, 2.313123, 2.420044], [-2.224679, 2.961330, 3.267898], [-1.940283, 4.357343, 2.730681], [-1.431320, 2.728139, 4.709386], [-0.016717, 2.626117, 4.801773], [-3.637651, 3.474016, 4.091328], [-3.464036, 4.252660, 5.268093], [-0.088979, 0.544154, 1.712247], [-1.128214, 0.377326, 3.138131], [-1.849051, 0.713702, 1.537985], [0.501196, 3.330551, 4.147868], [0.293751, 1.599906, 4.576847], [0.283652, 2.832439, 5.835956], [-2.788193, 5.090853, 5.086722], [-3.096029, 3.636246, 6.087769], [-4.441459, 4.643506, 5.561816]],
  "atomic_forces_ev_per_a": [[-0.2, -0.6, -0.1], [0.1, 0.3, -0.8], [-0.2, 1.5, 1.8], [1.7, -1.4, -0.8], [-0.3, -0.3, -1.2], [-1.1, -0.3, 0.1], [0.1, 1.1, -3.4], [-0.2, -2.1, 5.9], [1.8, -0.9, -0.9], [0.4, -0.2, -0.9], [0.3, -0.2, -0.4], [0.4, 0.6, 0.8], [0.3, 0.3, -1.2], [0.5, -1.5, -0.5], [-1.0, 1.3, -0.4], [-0.7, -0.4, 1.6], [0.6, -0.4, -1.5], [0.1, 1.6, 0.1], [-1.0, -1.6, 0.4], [-0.7, 0.8, -0.3], [0.8, 0.3, -1.3], [0.1, 1.6, 0.9], [-1.6, 0.9, 0.3], [0.9, 0.7, 1.1], [-0.1, -0.2, 1.9], [1.0, -0.6, 1.1], [1.0, 0.4, -1.2], [-0.9, -1.4, -0.7], [-0.1, -1.2, -1.0], [-1.1, 1.6, -0.1], [-0.7, -0.6, 1.6], [0.1, 0.3, -0.3], [3.3, 1.4, 0.4], [-6.7, -6.7, 0.8], [1.2, 1.2, -0.3], [1.2, 0.4, 0.0], [-0.4, 0.4, 0.1], [1.2, 2.7, -0.9], [0.0, 0.2, 0.5], [-0.1, -0.1, 0.0], [0.0, 0.2, 0.1], [-0.2, 0.2, 0.0], [0.2, 0.0, 0.0], [-0.1, -0.2, -0.1], [0.4, -0.1, 0.0], [0.0, 0.2, -0.1], [-0.1, -0.1, 0.0], [-0.1, 0.6, -0.8], [-0.1, 0.0, -0.3], [-2.8, -2.1, -0.6], [4.3, 7.8, 3.2], [-0.7, -1.4, -0.8], [-0.8, -0.7, -0.3], [0.3, -0.2, 0.2], [-0.3, -2.7, -1.7], [0.1, -0.1, 0.9], [0.0, 0.2, 0.0], [0.0, -0.2, 0.1], [0.2, -0.2, 0.0], [-0.2, -0.1, 0.0], [0.1, 0.2, -0.1], [-0.4, 0.0, -0.1], [0.1, -0.2, -0.2], [0.0, 0.2, 0.0], [-0.1, -0.2, -0.4]],
  "homo_energy_ev": -11.37,
  "total_charge": 1,
  "e_lumo_ha": -0.1575
}



{
  "formula": "C5H9FO2Si",
  "method": "wB97M-V/def2-TZVPD",
  "species": ["C", "C", "C", "C", "C", "O", "O", "F", "Si", "H", "H", "H", "H", "H", "H", "H", "H", "H"],
  "coordinates": [[2.269642, -1.056053, -0.551340], [1.458746, -0.104706, -0.344095], [1.770539, 1.327834, -0.285063], [-2.329534, 1.095660, -1.454126], [-3.098837, -2.039431, -0.811608], [0.990161, 2.234075, -0.390758], [3.150610, 1.417047, -0.178536], [-3.001136, 0.251178, 1.180429], [-2.857888, -0.380607, -0.379497], [1.973690, -2.049777, -0.694550], [3.316646, -0.891872, -0.679066], [0.408859, -0.537762, -0.191495], [-1.533188, 1.666443, -1.030697], [-1.832809, 0.612597, -2.293444], [-3.321760, 1.736083, -1.881064], [-2.978127, -2.391435, -1.907106], [-3.319983, -2.726573, -0.025075], [3.497833, 2.322868, -0.214088]],
  "atomic_forces_ev_per_a": [[3.6, -1.7, -0.9], [-5.1, 0.6, 1.2], [1.2, 0.0, -0.2], [-3.0, -0.2, -1.3], [0.6, 1.4, -1.5], [0.6, -0.1, 0.2], [-0.8, 0.6, 0.0], [0.1, -1.2, -2.0], [0.0, 0.9, 1.0], [-0.6, -1.3, 0.1], [0.6, 0.2, -0.1], [1.1, 1.7, -0.3], [0.1, 0.8, 0.7], [-0.3, 0.0, -0.5], [3.0, -1.6, 1.4], [-0.2, 0.6, 2.2], [-0.2, -0.6, 0.1], [-0.6, 0.0, 0.0]],
  "smiles": "C=[Si](C)F.C=CC(=O)O",
  "de_lowest_kj_mol": 320.8,
  "homo_energy_ev": -8.50,
  "e_lumo_ha": 0.0181
}



{
  "formula": "C3H11O3S2",
  "method": "wB97M-V/def2-TZVPD",
  "species": ["C", "C", "O", "C", "S", "S", "H", "H", "H", "H", "H", "H", "H", "H", "H", "O", "H", "H", "O"],
  "coordinates": [[0.546189, -1.416184, 0.088184], [-0.927743, -1.047588, 0.023665], [-1.517101, -0.806938, 1.297482], [1.467007, -0.336636, 0.643975], [2.246658, 0.770880, -0.583501], [0.994179, 2.407624, -0.603994], [0.884934, -1.785102, -0.880844], [0.539630, -2.265314, 0.771820], [-1.163509, -0.211367, -0.646549], [-1.481313, -1.861274, -0.407197], [2.186453, -0.752739, 1.348966], [0.919624, 0.345029, 1.303524], [-1.814642, 1.783226, 1.279400], [-0.460712, 2.455451, 1.303594], [-1.036310, -0.078178, 1.706856], [-1.135351, 2.074359, 1.895519], [-0.372790, -0.403407, -2.458096], [0.427151, 0.864105, -2.937717], [-0.302354, 0.264052, -3.145086]],
  "atomic_forces_ev_per_a": [[-0.4, -0.1, 0.5], [-0.4, 0.7, -0.3], [0.2, -0.3, -0.1], [-0.3, 0.5, 0.3], [0.1, -0.4, 0.3], [-0.2, 0.3, -0.2], [0.1, 0.1, -0.1], [0.3, -0.3, 0.1], [0.5, 0.3, 0.2], [-0.3, -0.7, -0.1], [0.5, -0.2, -0.4], [-0.2, 0.0, -0.2], [-0.1, 0.0, -0.1], [0.3, -0.2, -0.2], [0.0, 0.3, 0.1], [-0.2, 0.0, 0.2], [0.4, 0.4, 0.1], [-0.1, -0.2, 0.6], [-0.3, -0.1, -0.8]],
  "de_lowest_kj_mol": 50.4,
  "homo_energy_ev": -2.88,
  "total_charge": -1,
  "e_lumo_ha": 0.1283
}



{
  "formula": "C13H28F3MnN4O7S",
  "method": "wB97M-V/def2-TZVPD",
  "species": ["Mn", "C", "F", "F", "F", "S", "O", "O", "O", "C", "O", "N", "C", "C", "H", "H", "H", "H", "H", "H", "H", "C", "O", "N", "C", "C", "H", "H", "H", "H", "H", "H", "H", "C", "O", "N", "C", "C", "H", "H", "H", "H", "H", "H", "H", "C", "O", "N", "C", "C", "H", "H", "H", "H", "H", "H", "H"],
  "coordinates": [[1.408494, 1.241459, -3.781381], [2.065034, 1.930525, 0.580165], [3.335935, 1.721656, 0.199594], [1.972792, 1.470353, 1.833244], [1.704041, 3.181368, 0.569796], [0.939974, 0.850553, -0.480953], [1.506043, -0.469343, -0.652261], [-0.360737, 0.914537, 0.168173], [0.944113, 1.509857, -1.805987], [4.270214, -3.755376, 1.679043], [4.898718, -3.767924, 2.737218], [2.898869, -3.717318, 1.688407], [2.098794, -3.775026, 0.471639], [2.123732, -3.800179, 3.001328], [4.705556, -3.777695, 0.668008], [2.739968, -3.652662, -0.401303], [1.318135, -3.016490, 0.414261], [1.632449, -4.759366, 0.430477], [1.982357, -4.825042, 3.344486], [2.602866, -3.419873, 3.903490], [1.173930, -3.265496, 2.991768], [-0.835159, 3.661037, -4.205910], [-0.144542, 2.642745, -4.086664], [-1.577279, 4.240008, -3.253944], [-2.163256, 5.441476, -3.689032], [-1.432546, 3.963497, -1.781869], [-0.931530, 4.179502, -5.172405], [-3.088825, 5.665375, -3.158669], [-2.434755, 5.430197, -4.744620], [-1.617552, 6.322697, -3.351766], [-0.491989, 4.316953, -1.359367], [-2.275919, 4.115543, -1.108292], [-1.492905, 2.907743, -1.517575], [0.624326, -1.245166, 6.684154], [1.400334, -0.654482, 7.420408], [0.319399, -1.023993, 5.392472], [-0.897415, -1.663298, 4.920725], [0.948351, -0.142993, 4.437249], [0.116697, -2.163641, 7.017197], [-1.843075, -1.198078, 5.198914], [-1.078561, -2.648466, 5.350536], [-0.956463, -1.916695, 3.862238], [0.405644, 0.794768, 4.556329], [1.962247, 0.211456, 4.622924], [1.002974, -0.557339, 3.430556], [-0.995701, -0.689146, -3.088410], [-0.022539, -0.119289, -3.627800], [-2.273470, -0.615475, -3.459434], [-3.298662, -1.507083, -2.964630], [-2.699574, 0.262080, -4.507912], [-0.883280, -1.400866, -2.255932], [-3.908930, -1.816515, -3.813109], [-4.039606, -0.846118, -2.514929], [-2.799958, -2.308519, -2.419558], [-3.724280, 0.624668, -4.426616], [-2.119797, 1.184763, -4.483046], [-2.713680, -0.265862, -5.461426]],
  "atomic_forces_ev_per_a": [[-1.8, 0.3, 1.5], [0.2, -2.5, 0.5], [-0.4, 0.8, -0.3], [-0.2, 0.1, -0.2], [0.2, 0.8, -0.5], [-1.1, -1.6, 0.8], [0.3, 0.5, 0.7], [1.2, 0.4, -0.6], [0.8, 1.6, -0.9], [-0.8, 0.0, 2.3], [-0.1, 0.0, -1.7], [-0.9, 0.5, 1.2], [0.3, -0.5, 0.3], [0.9, -0.2, -0.2], [0.1, 0.1, 0.1], [0.1, 0.0, 0.1], [0.1, 0.2, 0.3], [-0.2, -0.1, -0.3], [-0.3, -0.3, -0.7], [0.9, 0.6, -0.7], [0.0, -0.2, -0.7], [-0.6, 0.3, 0.6], [0.9, -0.4, -0.1], [1.3, -1.6, 0.7], [-2.0, 2.5, 0.8], [-0.1, -1.5, 0.1], [0.1, -0.3, 0.1], [-0.4, -0.7, 0.0], [0.4, 0.2, 0.1], [0.7, 0.0, -0.7], [-0.2, 0.3, -0.2], [-0.4, 1.8, -0.8], [0.9, -0.7, -1.1], [1.2, -0.2, 1.2], [-0.5, -0.1, -1.1], [-0.3, -1.1, -1.2], [-0.9, -1.2, 0.1], [0.2, 1.6, 0.7], [-0.3, 0.1, 0.3], [0.2, 0.9, -0.2], [0.7, -0.2, 0.5], [0.5, 0.7, -0.2], [-0.3, 0.3, -1.1], [0.2, -0.8, 0.8], [-0.6, 0.0, 0.1], [-1.1, -1.0, 0.1], [-0.5, -0.4, -0.6], [1.3, 0.5, -0.3], [-0.3, 0.8, -0.4], [-0.3, 1.0, -0.8], [0.5, 0.3, -0.1], [0.6, -0.9, -0.3], [0.2, -0.5, 1.3], [-0.8, 0.1, 0.3], [-0.2, -0.4, 0.7], [0.4, -0.4, -0.4], [0.5, 0.2, -0.2]],
  "spin_multiplicity": 6,
  "de_lowest_kj_mol": 403.1,
  "homo_energy_ev": [-10.59, -10.59],
  "total_charge": 1,
  "e_lumo_ha": [-0.1927, -0.1909]
}



{
  "formula": "C23H30IrN5O2SSe4",
  "method": "wB97M-V/def2-TZVPD",
  "species": ["Ir", "Se", "Se", "Se", "Se", "C", "N", "C", "C", "O", "N", "C", "C", "H", "H", "H", "H", "H", "H", "H", "H", "H", "H", "H", "H", "C", "C", "C", "N", "C", "S", "N", "C", "O", "C", "C", "C", "C", "C", "C", "H", "H", "H", "H", "H", "H", "H", "H", "H", "H", "H", "H", "H", "H", "N", "C", "C", "C", "C", "C", "C", "C", "H", "H", "H", "H"],
  "coordinates": [[1.589717, -1.115443, 0.863357], [1.458875, -0.609984, 3.227937], [0.003211, -2.351279, 3.828130], [1.485441, -4.051729, 3.296787], [1.726310, -3.549308, 1.006292], [-1.402595, -3.477777, -1.993015], [-0.662024, -2.366954, -1.408159], [-1.118912, -1.978751, -0.083507], [0.526832, -1.962367, -1.920199], [1.443621, -1.446147, -1.250227], [0.745754, -2.201626, -3.249032], [-0.266429, -1.840913, -4.233325], [2.117535, -2.059111, -3.718113], [-1.758143, -4.111874, -1.180888], [-0.748973, -4.068374, -2.629593], [-2.265356, -3.143232, -2.573831], [-2.186175, -1.752823, -0.131642], [-0.621000, -1.059336, 0.249589], [-0.943670, -2.766370, 0.649506], [-1.201747, -1.581155, -3.745819], [-0.448157, -2.659639, -4.931688], [0.070934, -0.969588, -4.800987], [2.807094, -2.441857, -2.971834], [2.368210, -1.013518, -3.920604], [2.225711, -2.634147, -4.637282], [-2.313407, 3.674917, 4.234125], [-1.256130, 2.975159, 3.390724], [-1.898414, 2.110079, 2.313963], [-0.879066, 1.352666, 1.584481], [-0.115345, 1.775875, 0.591880], [1.520684, 1.273459, 0.470882], [-0.520819, 2.714222, -0.317785], [-1.744895, 3.212149, -0.814756], [-1.711504, 4.250164, -1.427241], [-2.995552, 2.423324, -0.662937], [-4.191097, 3.126418, -0.546723], [-5.386619, 2.436423, -0.443436], [-5.391735, 1.047950, -0.484345], [-4.201905, 0.349202, -0.633035], [-3.000772, 1.035913, -0.717618], [-1.852695, 4.329859, 4.972254], [-2.930960, 2.951261, 4.768825], [-2.973540, 4.284980, 3.613834], [-0.617362, 2.350062, 4.019458], [-0.602258, 3.709345, 2.912144], [-2.481062, 2.718578, 1.629562], [-2.587388, 1.387687, 2.755652], [-0.378826, 0.665066, 2.163928], [0.262054, 3.143066, -0.797706], [-4.166752, 4.207965, -0.537579], [-6.316025, 2.979650, -0.338267], [-6.327019, 0.509130, -0.408983], [-4.214611, -0.731981, -0.681016], [-2.070476, 0.498132, -0.839518], [8.917812, -0.517521, 0.230421], [7.776711, -0.613784, 0.335028], [6.350996, -0.730616, 0.465723], [5.797197, -1.423410, 1.540953], [4.423803, -1.527937, 1.668197], [3.572406, -0.936197, 0.730378], [4.139727, -0.258252, -0.350479], [5.514860, -0.151222, -0.483275], [6.447138, -1.883141, 2.273885], [4.008554, -2.070440, 2.506321], [3.504793, 0.184062, -1.107203], [5.943438, 0.381043, -1.322571]],
  "atomic_forces_ev_per_a": [[0.1, 0.0, 0.1], [-0.1, 0.0, 0.1], [0.1, 0.0, 0.0], [0.0, 0.0, -0.1], [-0.1, -0.1, 0.0], [0.0, 0.0, 0.0], [0.0, 0.1, -0.1], [0.0, 0.0, 0.0], [0.0, -0.4, 0.1], [0.1, 0.3, -0.1], [0.0, 0.2, 0.0], [0.0, -0.1, 0.0], [0.0, 0.0, 0.0], [0.0, 0.0, 0.0], [0.0, 0.0, 0.0], [0.0, 0.0, 0.0], [0.0, 0.0, 0.0], [0.0, 0.0, 0.0], [0.0, 0.0, 0.0], [0.0, 0.0, 0.0], [0.0, 0.0, 0.0], [0.0, 0.0, 0.0], [0.0, 0.0, 0.0], [0.0, 0.0, 0.0], [0.0, 0.0, 0.0], [0.0, 0.0, 0.0], [0.0, 0.0, 0.0], [-0.1, 0.0, -0.1], [0.0, -0.2, -0.1], [0.0, 0.1, 0.4], [-0.2, -0.1, -0.6], [0.1, 0.2, 0.0], [0.0, 0.1, 0.1], [0.0, 0.0, 0.0], [0.0, 0.0, 0.0], [0.0, 0.0, 0.0], [0.0, 0.0, 0.0], [0.0, 0.0, 0.0], [0.0, 0.0, 0.0], [0.0, 0.0, 0.0], [0.0, 0.0, 0.0], [0.0, 0.0, 0.0], [0.0, 0.0, 0.0], [0.0, 0.0, 0.0], [0.0, 0.0, 0.0], [0.0, 0.0, 0.0], [0.0, 0.0, 0.0], [0.0, 0.1, 0.1], [0.0, 0.0, 0.0], [0.0, 0.0, 0.0], [0.0, 0.0, 0.0], [0.0, 0.0, 0.0], [0.0, 0.0, 0.0], [0.0, 0.0, 0.0], [0.0, 0.0, 0.0], [0.0, 0.0, 0.0], [0.0, 0.0, 0.0], [0.0, 0.0, 0.0], [0.0, 0.1, 0.0], [0.0, -0.1, 0.1], [0.0, 0.0, 0.0], [0.0, 0.0, 0.0], [0.0, 0.0, 0.0], [0.0, 0.0, 0.0], [0.0, 0.0, 0.0], [0.0, 0.0, 0.0]],
  "homo_energy_ev": -7.15,
  "e_lumo_ha": -0.0282
}